# 1
C4H7NO | wB97M-V/def2-TZVPD

Results
* charge: 0
* LUMO energy: 1.0 eV

CARTESIAN COORDINATES (ANGSTROEM)
C (1.591, 1.071, -0.049)
C (0.838, 0.274, -1.075)
C (-1.130, -1.705, 0.303)
N (-1.475, -0.553, 0.723)
C (-1.629, 0.618, 1.048)
O (-0.116, 0.679, -1.696)
H (2.532, 1.420, -0.494)
H (0.992, 1.925, 0.273)
H (1.846, 0.442, 0.811)
H (1.217, -0.759, -1.245)
H (-1.043, -1.866, -0.767)
H (-0.960, -2.507, 1.012)
H (-2.663, 0.962, 1.155)


# 2
C4H7NO | wB97M-V/def2-TZVPD

Results
* charge: 0
* LUMO energy: 0.9 eV

CARTESIAN COORDINATES (ANGSTROEM)
C (-1.524, -0.171, -0.471)
C (-0.581, -0.440, 0.651)
N (0.709, -0.638, 0.386)
C (1.408, -0.455, -0.737)
C (0.523, 2.085, 0.474)
O (1.145, 2.441, 1.357)
H (-1.596, -1.052, -1.138)
H (-1.204, 0.689, -1.087)
H (-2.524, 0.048, -0.078)
H (-0.905, -0.682, 1.657)
H (1.262, -0.950, 1.177)
H (0.891, -0.174, -1.641)
H (2.470, -0.653, -0.716)


# 3
C4H7NO | wB97M-V/def2-TZVPD

Results
* charge: 0
* LUMO energy: 1.1 eV

CARTESIAN COORDINATES (ANGSTROEM)
C (-1.763, -0.161, 0.616)
C (-0.603, 0.261, -0.193)
C (0.118, 0.236, -1.444)
N (0.249, 1.169, -0.258)
C (2.477, 0.606, 0.491)
O (3.117, 1.513, 0.723)
H (-1.755, 0.276, 1.616)
H (-1.841, -1.247, 0.688)
H (-2.657, 0.196, 0.091)
H (0.720, -1.731, 0.810)
H (0.926, -0.477, -1.619)
H (-0.324, 0.678, -2.338)
H (1.336, -1.320, 0.817)


# 4
C4H7NO | wB97M-V/def2-TZVPD

Results
* charge: 0
* LUMO energy (spin up / spin down): 0.5 / 0.4 eV

CARTESIAN COORDINATES (ANGSTROEM)
C (0.206, 0.179, 0.326)
C (-1.282, -0.222, 0.087)
C (-2.330, 0.876, -0.111)
C (2.408, -0.559, -0.340)
N (-1.279, -1.413, 0.356)
O (1.117, -0.043, -0.632)
H (0.533, 0.043, 1.327)
H (-2.846, 0.733, 0.851)
H (-3.099, 0.648, -0.907)
H (-1.803, 1.898, -0.066)
H (2.960, -0.341, -1.164)
H (2.539, -1.631, -0.307)
H (2.877, -0.167, 0.581)


# 5
C4H7NO | wB97M-V/def2-TZVPD

Results
* charge: 0
* LUMO energy: 0.9 eV

CARTESIAN COORDINATES (ANGSTROEM)
C (1.476, -0.714, -0.091)
C (0.146, -0.013, -0.065)
C (-1.084, -0.735, 0.460)
O (-2.096, -0.794, -0.205)
C (-0.295, 1.381, 0.178)
N (-0.298, 0.830, -1.161)
H (1.377, -1.647, -0.658)
H (2.223, -0.093, -0.590)
H (1.836, -0.965, 0.913)
H (-1.038, -1.229, 1.440)
H (-1.233, 1.147, 0.803)
H (0.227, 2.317, 0.387)
H (-1.242, 0.514, -1.410)


# 6
C4H7NO | wB97M-V/def2-TZVPD

Results
* charge: 0
* LUMO energy: 0.3 eV

CARTESIAN COORDINATES (ANGSTROEM)
O (2.774, -1.406, 0.068)
C (1.752, -0.839, 0.410)
C (0.448, -1.072, -0.157)
N (-0.565, -0.307, 0.231)
C (-1.705, 0.256, 0.044)
C (-0.769, 0.988, 0.899)
H (1.768, -0.058, 1.206)
H (0.266, -1.815, -0.925)
H (0.173, 0.513, -1.900)
H (-2.599, 0.161, -0.547)
H (-0.513, 0.812, -1.816)
H (-0.146, 1.800, 0.504)
H (-0.884, 0.966, 1.983)


# 7
C4H7NO | wB97M-V/def2-TZVPD

Results
* charge: 0
* LUMO energy: 0.7 eV

CARTESIAN COORDINATES (ANGSTROEM)
N (-1.605, -0.116, 1.595)
C (-1.171, -0.115, 0.420)
O (0.172, -0.306, 0.200)
C (0.711, -0.068, -1.058)
C (0.376, 0.972, -1.806)
C (1.484, -0.954, 1.319)
H (-2.617, -0.013, 1.593)
H (-1.718, -0.010, -0.522)
H (1.453, -0.823, -1.282)
H (0.834, 1.089, -2.781)
H (-0.317, 1.739, -1.473)
H (0.758, -1.433, 2.005)
H (1.638, 0.039, 1.788)


# 8
C4H7NO | wB97M-V/def2-TZVPD

Results
* charge: 0
* LUMO energy (spin up / spin down): 0.5 / 0.3 eV

CARTESIAN COORDINATES (ANGSTROEM)
C (-1.396, -0.529, 0.028)
N (-1.672, 0.842, 0.241)
C (-0.445, 0.964, -0.535)
C (0.264, -0.326, -0.323)
C (2.063, -0.036, 0.377)
O (0.939, -0.510, 0.941)
H (-1.358, -1.191, 0.904)
H (-1.927, -0.958, -0.819)
H (-1.537, 1.112, 1.211)
H (-0.586, 1.306, -1.561)
H (0.601, -1.033, -1.072)
H (2.922, -0.705, 0.355)
H (2.162, 1.043, 0.248)


# 9
C4H7NO | wB97M-V/def2-TZVPD

Results
* charge: 0
* LUMO energy: 0.3 eV

CARTESIAN COORDINATES (ANGSTROEM)
C (-1.184, -0.796, 0.141)
C (-0.390, 0.487, 0.234)
O (-0.880, 1.482, 0.948)
C (1.136, 0.332, 0.316)
C (1.709, -0.607, -0.648)
N (2.129, -1.352, -1.426)
H (-2.233, -0.564, -0.050)
H (-0.797, -1.487, -0.614)
H (-1.116, -1.264, 1.131)
H (-0.490, 0.936, -1.148)
H (-0.807, 1.527, -0.440)
H (1.328, -0.012, 1.341)
H (1.595, 1.318, 0.216)


# 10
C4H7NO | wB97M-V/def2-TZVPD

Results
* charge: 0
* LUMO energy: 1.0 eV

CARTESIAN COORDINATES (ANGSTROEM)
C (-1.583, -0.213, 0.004)
C (-0.142, -0.378, -0.483)
C (0.727, 0.822, -0.603)
N (1.441, 0.940, 0.883)
C (1.375, -0.267, 1.245)
O (0.634, -1.230, 0.340)
H (-2.109, -1.175, 0.010)
H (-1.613, 0.195, 1.020)
H (-2.126, 0.468, -0.661)
H (-0.118, -0.538, -1.589)
H (1.600, 0.557, -1.209)
H (0.173, 1.664, -1.063)
H (1.743, -0.844, 2.107)


# 11
C4H7NO | wB97M-V/def2-TZVPD

Results
* charge: 0
* LUMO energy: 0.5 eV

CARTESIAN COORDINATES (ANGSTROEM)
C (-1.174, 0.882, -0.413)
C (0.210, 0.265, 0.268)
C (1.544, 0.450, -0.427)
O (2.657, 0.301, 0.035)
C (0.110, -0.895, 1.198)
N (-0.608, -1.025, -0.019)
H (-1.782, 0.327, -1.189)
H (-1.875, 1.067, 0.397)
H (-0.811, 1.765, -0.897)
H (1.420, 0.773, -1.477)
H (0.948, -1.585, 1.210)
H (-0.476, -0.845, 2.110)
H (-0.163, -1.480, -0.796)


# 12
C4H7NO | wB97M-V/def2-TZVPD

Results
* charge: 0
* LUMO energy: 1.1 eV

CARTESIAN COORDINATES (ANGSTROEM)
C (-0.607, 0.507, -1.462)
C (0.298, 0.425, -0.212)
C (-0.617, -0.043, 0.876)
N (0.310, -0.686, 1.951)
C (1.324, -0.990, 1.249)
O (1.343, -0.568, -0.137)
H (-0.102, 1.063, -2.241)
H (-0.877, -0.492, -1.819)
H (-1.566, 1.039, -1.269)
H (0.749, 1.420, -0.024)
H (-1.320, 0.772, 1.130)
H (-1.182, -0.897, 0.471)
H (2.245, -1.550, 1.488)


# 13
C4H7NO | wB97M-V/def2-TZVPD

Results
* charge: 0
* LUMO energy: 1.0 eV

CARTESIAN COORDINATES (ANGSTROEM)
N (-1.690, -0.663, -1.035)
C (-0.470, -1.017, -0.531)
O (-0.181, -2.169, -0.268)
C (0.481, 0.146, -0.374)
C (1.419, 0.149, 0.785)
C (0.277, 1.124, 0.755)
H (-1.982, 0.301, -1.032)
H (-2.402, -1.376, -1.073)
H (0.837, 0.554, -1.317)
H (1.343, -0.697, 1.461)
H (2.427, 0.524, 0.634)
H (0.497, 2.171, 0.564)
H (-0.556, 0.953, 1.432)


# 14
C4H7NO | wB97M-V/def2-TZVPD

Results
* charge: 0
* LUMO energy: 1.1 eV

CARTESIAN COORDINATES (ANGSTROEM)
C (0.832, 0.451, 0.932)
O (0.463, 1.264, -0.188)
C (-0.825, 0.808, -0.644)
C (-0.785, -0.686, -0.384)
N (0.509, -1.168, -0.880)
C (0.326, -0.923, 0.548)
H (0.366, 0.833, 1.848)
H (1.922, 0.467, 1.044)
H (-1.612, 1.378, -0.143)
H (-0.892, 0.967, -1.730)
H (-1.665, -1.325, -0.435)
H (0.967, -0.291, -1.186)
H (0.395, -1.775, 1.219)


# 15
C4H7NO | wB97M-V/def2-TZVPD

Results
* charge: 0
* LUMO energy: 0.7 eV

CARTESIAN COORDINATES (ANGSTROEM)
C (-0.109, 1.597, -0.090)
C (0.070, 0.089, 0.014)
C (0.287, -0.548, 1.374)
O (0.308, -1.754, 1.526)
C (-0.557, -0.996, -0.795)
N (0.715, -0.579, -1.265)
H (0.513, 2.140, 0.638)
H (0.234, 1.888, -1.084)
H (-1.137, 1.961, 0.033)
H (0.342, 0.082, 2.283)
H (-0.521, -1.866, -0.144)
H (-1.413, -0.820, -1.428)
H (1.471, -1.173, -0.943)


# 16
C4H7NO | wB97M-V/def2-TZVPD

Results
* charge: 0
* LUMO energy: 0.9 eV

CARTESIAN COORDINATES (ANGSTROEM)
C (1.400, -0.596, -0.080)
C (-0.027, -0.093, -0.079)
C (-1.069, -0.937, 0.559)
O (-2.234, -0.940, 0.232)
C (-0.279, 1.367, 0.078)
N (-0.395, 0.733, -1.222)
H (1.581, -1.124, -1.019)
H (2.132, 0.218, -0.020)
H (1.591, -1.276, 0.757)
H (-0.701, -1.536, 1.418)
H (-1.180, 1.749, 0.556)
H (0.649, 1.885, 0.273)
H (-1.381, 0.568, -1.427)


# 17
C4H7NO | wB97M-V/def2-TZVPD

Results
* charge: 0
* LUMO energy (spin up / spin down): -1.4 / -1.3 eV

CARTESIAN COORDINATES (ANGSTROEM)
C (1.921, 0.281, -0.462)
N (0.553, -0.027, -0.827)
C (-1.603, 1.185, 0.816)
C (-0.167, -0.667, 0.005)
C (-1.498, -1.197, -0.443)
O (-2.055, -2.091, 0.146)
H (2.228, 1.214, -0.941)
H (2.565, -0.512, -0.863)
H (2.087, 0.344, 0.622)
H (-1.227, 1.081, 1.860)
H (-1.115, 2.122, 0.470)
H (0.176, -0.976, 1.006)
H (-1.864, -0.758, -1.388)


# 18
C4H7NO | wB97M-V/def2-TZVPD

Results
* charge: 0
* LUMO energy: 0.9 eV

CARTESIAN COORDINATES (ANGSTROEM)
C (0.042, 1.264, -0.217)
C (0.207, 0.012, -0.131)
C (1.612, -0.540, 0.270)
C (-0.791, -0.928, -0.409)
N (-2.027, -0.821, -0.006)
O (-2.462, 0.282, 0.342)
H (-0.829, 1.696, -0.807)
H (0.801, 2.085, -0.196)
H (2.093, -1.150, -0.480)
H (1.661, -1.166, 1.279)
H (2.202, 0.300, 0.550)
H (-0.725, -1.884, -0.794)
H (-1.784, 0.849, 0.599)


# 19
C4H7NO | wB97M-V/def2-TZVPD

Results
* charge: 0
* LUMO energy: -0.1 eV

CARTESIAN COORDINATES (ANGSTROEM)
C (-1.261, 0.231, -0.965)
C (-0.750, 0.139, 0.312)
N (0.306, 1.173, 0.705)
C (0.822, -0.118, 0.904)
C (1.732, -0.770, 0.084)
O (2.041, -2.092, -0.206)
H (-1.924, 1.088, -1.062)
H (-0.631, 0.202, -1.819)
H (-1.812, -0.569, -1.509)
H (-1.391, -0.090, 1.102)
H (0.094, 1.684, 1.458)
H (0.868, -0.811, 1.718)
H (1.907, -0.067, -0.723)


Here are the calculated ΔE to the lowest compared entry with this formula, charge and spin numbers, same order: 369.3; 288.6; 375.7; 466.4; 262.9; 524.9; 605.5; 709.5; 459.0; 217.3; 479.5; 162.1; 80.6; 221.0; 248.6; 186.5; 617.6; 444.9; 534.9 (kJ/mol).
Here are the calculated maximum force numbers, same order: 0.62; 1.07; 1.61; 3.17; 2.47; 0.41; 0.45; 3.40; 1.14; 2.67; 2.64; 1.89; 0.37; 1.05; 1.98; 0.61; 0.50; 7.42; 9.46 (eV Å⁻¹).
Here are the calculated E_tot numbers, same order: -7795.81672; -7796.65296; -7795.75065; -7794.81017; -7796.92004; -7794.20414; -7793.36899; -7792.29092; -7794.88720; -7797.39240; -7794.67518; -7797.96407; -7798.80931; -7797.35363; -7797.06794; -7797.71163; -7793.24303; -7795.03332; -7794.10063 (eV).